Entry 1:
C2ClF4NO | ωB97M-V/def2-TZVPD

ORCA input file:
```
! RIJCOSX wB97M-V def2-TZVPD def2/J DEFGRID3
* xyz 0 1
C 0.145 -1.736 -1.321
C 0.005 0.643 1.577
N 0.260 1.686 1.103
O 1.092 -1.881 -2.014
F -0.136 -2.441 -0.262
F -0.888 -0.937 -1.470
F 1.333 1.973 0.360
F -0.707 3.127 0.748
Cl -1.125 -0.193 2.441
*
```

LUMO level (alpha / beta) = -1.6 / -1.5 eV
Max |F| = 2.3 eV/Å

---

Entry 2:
C2ClN4O2 | ωB97M-V/def2-TZVPD

ORCA input file:
```
! RIJCOSX wB97M-V def2-TZVPD def2/J DEFGRID3
* xyz -1 1
C 0.788 -0.567 -1.367
C -1.566 -0.168 1.453
N 1.607 0.364 -1.324
N 1.649 1.225 -0.339
N 0.753 0.961 0.599
N -0.077 0.073 0.518
O -1.394 -0.972 2.252
O -2.342 0.593 0.974
Cl 0.583 -1.509 -2.768
*
```

LUMO level = 3.1 eV
Max |F| = 4.6 eV/Å

---

Entry 3:
C2ClN5 | ωB97M-V/def2-TZVPD

ORCA input file:
```
! RIJCOSX wB97M-V def2-TZVPD def2/J DEFGRID3
* xyz 0 1
C 0.322 1.896 0.362
C -1.553 -1.597 -0.257
N 0.097 3.018 0.455
N -0.940 -0.737 -0.763
N 0.615 0.632 0.333
N 2.404 -0.626 -0.480
N 1.585 0.062 -0.133
Cl -2.530 -2.650 0.483
*
```

LUMO level = 0.2 eV
Max |F| = 3.3 eV/Å

---

Entry 4:
C2ClNO | ωB97M-V/def2-TZVPD

ORCA input file:
```
! RIJCOSX wB97M-V def2-TZVPD def2/J DEFGRID3
* xyz 0 1
C 0.844 0.278 -0.009
C -0.339 -0.510 -0.001
N 1.691 1.207 0.006
O -0.535 -1.672 0.003
Cl -1.661 0.697 0.001
*
```

SMILES string = N#CC(=O)Cl
LUMO level = -1.5 eV
Max |F| = 10.9 eV/Å

---

Entry 5:
C2CuLiO4 | ωB97M-V/def2-TZVPD

ORCA input file:
```
! RIJCOSX wB97M-V def2-TZVPD def2/J DEFGRID3
* xyz -1 2
O 0.570 -0.353 -0.094
Li 1.437 -2.061 -0.223
O 2.024 1.393 -0.154
O 2.718 -0.719 0.140
C 1.802 0.173 -0.031
C -1.366 0.802 -0.008
O -2.371 0.211 0.073
Cu -4.815 0.554 0.297
*
```

LUMO level (alpha / beta) = 2.2 / 1.9 eV
Max |F| = 2.1 eV/Å
Expectation value of S² = 0.75

---

Entry 6:
C2CuLiO4 | ωB97M-V/def2-TZVPD

ORCA input file:
```
! RIJCOSX wB97M-V def2-TZVPD def2/J DEFGRID3
* xyz -1 2
O 1.086 0.329 0.685
Cu -0.834 -1.328 -1.197
O 0.523 -1.741 1.386
O 1.062 -1.369 -0.677
C 1.126 -1.016 0.559
C -0.342 1.339 0.464
O -0.470 2.279 -0.277
Li -2.151 1.508 -0.944
*
```

LUMO level (alpha / beta) = 2.0 / 2.2 eV
Max |F| = 6.9 eV/Å
Expectation value of S² = 0.76

---

Entry 7:
C2F12N4Na2O16S8 | ωB97M-V/def2-TZVPD

ORCA input file:
```
! RIJCOSX wB97M-V def2-TZVPD def2/J DEFGRID3
* xyz -1 2
Na 12.386 -11.353 6.982
Na 12.263 -13.071 9.232
N 14.237 -12.119 8.278
S 15.358 -12.868 7.287
O 16.789 -13.069 7.477
O 14.940 -12.672 5.902
F 14.812 -14.334 7.490
S 15.256 -11.296 8.967
O 16.244 -10.398 8.272
O 15.727 -11.910 10.158
F 14.302 -10.174 9.579
N 11.722 -12.854 5.259
S 11.896 -14.586 5.369
O 13.082 -15.006 4.647
O 10.750 -15.509 5.238
F 12.073 -14.623 6.990
S 10.551 -12.839 4.345
O 9.236 -12.793 4.908
O 10.761 -13.631 3.139
F 10.730 -11.347 3.734
N 10.508 -11.576 8.770
S 10.122 -10.148 9.564
O 9.407 -10.219 10.822
O 9.874 -8.967 8.764
F 11.628 -9.754 10.064
S 9.139 -12.184 8.622
O 8.253 -11.389 7.756
O 8.668 -12.938 9.750
F 9.492 -13.414 7.546
C 10.721 -16.969 9.862
F 10.336 -16.166 8.882
F 9.920 -16.735 10.934
F 10.591 -18.255 9.645
S 12.574 -16.554 10.307
O 13.087 -17.500 11.279
O 13.368 -16.607 9.016
N 12.373 -14.870 10.824
S 12.708 -14.915 12.307
O 11.812 -15.792 13.076
O 14.129 -15.119 12.531
C 12.217 -13.096 12.713
F 12.697 -12.831 13.882
F 12.829 -12.341 11.904
F 10.828 -13.063 12.627
*
```

LUMO level (alpha / beta) = 1.1 / -4.4 eV
Max |F| = 12.7 eV/Å
Expectation value of S² = 0.76

---

Entry 8:
C2F3HgNO6S2 | ωB97M-V/def2-TZVPD

ORCA input file:
```
! RIJCOSX wB97M-V def2-TZVPD def2/J DEFGRID3
* xyz -1 2
N -1.447 0.683 0.364
S -0.265 1.615 -0.430
O 1.045 1.476 0.363
S -1.168 -0.777 0.840
O 0.161 -1.349 0.483
O -2.308 -1.678 0.620
C -1.100 -0.692 2.706
F -0.104 0.084 3.108
F -2.241 -0.201 3.175
F -0.922 -1.910 3.209
O 1.535 1.050 -4.858
C 2.132 0.794 -3.897
O 2.876 0.372 -3.097
O 0.028 0.839 -1.740
Hg 1.778 -0.306 -0.845
*
```

LUMO level (alpha / beta) = 2.8 / 2.0 eV
Max |F| = 2.0 eV/Å
Expectation value of S² = 0.75

---

Entry 9:
C2F3LuNO5S2 | ωB97M-V/def2-TZVPD

ORCA input file:
```
! RIJCOSX wB97M-V def2-TZVPD def2/J DEFGRID3
* xyz 0 2
O 3.204 2.310 1.037
C 2.672 2.016 -0.016
O 2.829 1.977 -1.187
Lu 1.714 2.164 3.007
N -0.515 0.064 -0.741
S -0.688 1.477 0.051
O -1.847 1.400 1.008
O 0.802 1.592 0.893
S -0.546 -1.314 0.167
O 0.697 -2.124 -0.127
C -1.836 -2.213 -0.848
F -2.991 -1.554 -0.817
F -1.468 -2.374 -2.113
F -2.028 -3.421 -0.314
*
```

LUMO level (alpha / beta) = -2.2 / -4.4 eV
Max |F| = 4.3 eV/Å
Expectation value of S² = 0.76

---

Entry 10:
C2F3N | ωB97M-V/def2-TZVPD

ORCA input file:
```
! RIJCOSX wB97M-V def2-TZVPD def2/J DEFGRID3
* xyz 0 1
C 0.888 0.345 -0.011
C 0.047 -1.670 1.009
N 0.800 1.390 -0.512
F -1.003 -0.859 1.305
F 0.344 2.511 -1.069
F -0.293 -2.224 -0.140
*
```

LUMO level = -0.2 eV
Max |F| = 2.1 eV/Å

---

Entry 11:
C2F3NO3 | ωB97M-V/def2-TZVPD

ORCA input file:
```
! RIJCOSX wB97M-V def2-TZVPD def2/J DEFGRID3
* xyz 0 1
C -1.890 -0.147 -0.006
C 1.768 -0.280 0.005
N 0.629 0.360 -0.110
O 0.354 1.461 -0.445
O -2.645 -0.534 -0.801
O -0.644 -0.594 0.204
F -2.294 0.768 0.919
F 1.840 -1.415 0.535
F 2.883 0.381 -0.301
*
```

SMILES string = O=C(F)O[N+]([O-])=C(F)F
LUMO level = -1.0 eV
Max |F| = 3.6 eV/Å

---

Entry 12:
C2F3NO3SYb | ωB97M-V/def2-TZVPD

ORCA input file:
```
! RIJCOSX wB97M-V def2-TZVPD def2/J DEFGRID3
* xyz 1 2
N 0.044 1.784 0.480
S 0.574 0.450 1.039
C 2.011 0.051 -0.149
F 1.600 0.145 -1.397
F 2.425 -1.176 0.091
F 2.982 0.909 0.075
O -2.455 -2.302 -0.161
C -2.204 -1.165 -0.082
O -2.580 -0.056 -0.377
O -0.292 -0.837 0.855
Yb -2.104 2.195 -0.375
*
```

LUMO level (alpha / beta) = -5.7 / -5.9 eV
Max |F| = 3.3 eV/Å
Expectation value of S² = 0.76